50
Properties=species:S:1:pos:R:3:forces:R:3:lowdin_charge:R:1 method="wB97M-V/def2-TZVPD" e_above_lowest_kj_mol=108.0 smiles=COC[C@H](C)N.CCO.CCO.O.O.O.O.O e_homo_ev=-9.3698 multiplicity=1 total_energy_ev=-26699.7230 e_lumo_ev=0.12 max_force_ha_per_bohr=0.034 orbital_gap_ha=0.3487
C -1.274997 -2.822530 -2.647530 -0.97 -0.81 0.87 -0.09
O -1.084356 -3.621314 -1.475690 0.12 0.10 0.78 -0.19
C -2.223572 -3.636281 -0.599770 -0.83 0.41 -1.27 -0.18
C -2.804811 -2.249030 -0.235077 -0.39 -0.49 0.13 -0.46
C -1.745095 -1.437195 0.442700 0.54 0.42 -0.32 -0.06
N -3.949348 -2.384750 0.706011 -0.48 0.25 -0.48 0.03
H -1.796768 -1.936520 -2.294838 0.49 0.52 -0.85 0.05
H -1.944135 -3.359559 -3.330946 0.00 0.10 -0.14 0.09
H -0.323357 -2.661425 -3.143250 0.05 0.22 0.23 0.09
H -3.030884 -4.178309 -1.107249 -0.08 -0.23 -0.04 0.12
H -1.995246 -4.187823 0.307994 0.39 0.09 0.03 0.13
H -3.228017 -1.729644 -1.102211 0.53 -0.13 -0.28 0.12
H -1.247815 -2.081565 1.167824 -0.10 0.37 0.37 0.10
H -2.162349 -0.524777 0.872441 0.09 -0.14 0.33 0.08
H -0.976780 -1.120811 -0.267730 -0.02 -0.09 -0.06 0.06
H -4.351870 -1.445084 0.682260 0.23 0.03 0.70 0.07
H -4.727869 -2.861296 0.243823 0.43 -0.55 0.00 0.07
C -2.112282 1.554253 -1.836703 1.18 -0.36 0.45 -0.07
C -0.869688 1.046453 -2.575242 0.54 0.42 0.02 -0.33
O -1.184772 0.558339 -3.865885 0.10 -0.23 -0.13 -0.08
H -2.304651 2.573181 -2.167431 -0.44 -0.05 0.09 0.07
H -1.874940 1.544715 -0.768731 -0.13 0.34 0.05 0.05
H -2.963516 0.887398 -1.958588 -0.03 0.08 -0.31 0.07
H -0.268671 0.305038 -2.042231 -0.77 -0.62 -0.04 0.08
H -0.091082 1.818872 -2.653303 -0.41 0.43 -0.08 0.11
H -1.354271 1.318764 -4.429549 -0.03 -0.07 -0.05 0.08
C 1.102202 1.065456 0.816369 -0.39 0.38 1.64 -0.07
C 2.337401 0.549949 1.517174 0.94 -0.82 -1.06 -0.28
O 3.484727 0.817151 0.689572 -0.17 0.13 -0.13 -0.12
H 0.249615 0.884191 1.480503 0.03 0.08 0.12 0.06
H 0.786071 0.568920 -0.095634 0.71 0.18 -0.33 0.06
H 1.227216 2.149418 0.772802 -0.30 0.01 -0.74 0.08
H 2.279479 -0.535268 1.636565 -0.15 0.03 0.35 0.12
H 2.563173 1.028247 2.473084 -0.64 -0.06 0.21 0.10
H 4.256083 0.326667 1.014319 -0.02 0.18 -0.05 0.04
O -1.505679 0.331558 4.146297 0.12 0.18 -0.15 -0.06
H -1.819795 1.052441 3.578616 -0.10 -0.22 0.17 -0.01
H -0.867806 0.741036 4.739808 -0.11 -0.05 0.05 0.03
O 3.243994 3.923917 2.519767 -0.05 -0.09 -0.16 -0.06
H 2.614271 3.329649 2.938817 0.07 0.00 0.00 0.01
H 3.516394 3.461593 1.715005 0.01 0.01 0.11 0.03
O -1.603044 2.651783 2.424701 0.18 0.11 0.02 -0.06
H -1.612364 3.479118 1.930500 -0.10 -0.06 0.03 0.06
H -0.709805 2.591503 2.783481 -0.02 0.09 -0.15 0.03
O 4.470414 1.652492 -1.923218 -0.15 0.01 0.07 -0.07
H 4.820021 0.803764 -2.207603 -0.03 0.03 0.00 0.02
H 3.948501 1.449888 -1.128390 0.17 -0.03 -0.04 -0.01
O 6.046706 -0.370272 0.858169 0.11 -0.22 -0.05 -0.04
H 6.928364 -0.293453 1.238109 -0.10 0.08 0.03 0.06
H 6.135026 -1.028829 0.160068 -0.03 0.06 0.05 0.06